# 1
ORCA calculation (wB97M-V/def2-TZVPD) on a cluster of 2 separate species, C13H20Cl3INO7S in total at a distorted geometry.

```
! RIJCOSX wB97M-V def2-TZVPD def2/J DEFGRID3
* xyz -1 1
I 3.106 2.445 2.367
Cl 5.157 -2.967 -4.866
Cl 5.085 -2.795 -1.937
Cl 2.660 -0.135 -1.863
S 1.435 2.672 -1.893
O 0.542 1.322 -1.971
O 0.752 -2.027 -1.324
O -4.230 -2.293 -0.293
O 2.401 2.787 -2.922
O 0.508 3.748 -1.768
O -0.808 -0.800 -0.249
O 2.143 2.342 -0.510
N -3.704 -0.905 1.456
C -5.860 -0.677 0.135
C -3.445 0.563 1.321
C 1.330 1.278 0.164
C -1.351 1.716 0.498
C -4.533 -1.372 0.382
C 3.236 -0.284 1.191
C -2.005 0.975 1.668
C 2.716 -1.737 1.108
C 0.253 -0.975 -0.863
C 1.105 0.365 -1.046
C 4.189 -3.205 -3.398
C 2.132 0.749 1.392
C 0.114 2.097 0.743
H -4.155 1.108 1.943
H 2.863 -2.169 0.130
H -1.442 0.080 1.901
H -6.650 -1.414 0.227
H 1.440 0.356 2.122
H -1.897 2.660 0.409
H -1.537 1.167 -0.411
H -4.293 -1.010 2.278
H 3.899 -4.246 -3.344
H -6.036 0.152 0.810
H -3.641 0.848 0.290
H -5.866 -0.342 -0.897
H 3.242 -2.340 1.843
H 3.904 -0.034 0.379
H 1.663 -1.759 1.372
H 3.847 -0.242 2.088
H 3.313 -2.567 -3.448
H 0.234 2.099 1.823
H 0.252 3.121 0.436
H -2.071 1.646 2.524
*
```

Results
E = -86131.791 eV
LUMO level = 2.2 eV
max |F| = 1.6 eV/Å
HOMO level = -5.66 eV

---

# 2
ORCA calculation (wB97M-V/def2-TZVPD) on the molecule C2H4N2O2.

```
! RIJCOSX wB97M-V def2-TZVPD def2/J DEFGRID3
* xyz 0 1
O -1.974 0.996 -1.048
O 0.832 -1.543 1.283
N 1.398 0.354 0.146
N -0.585 -0.704 -0.395
C -1.490 0.322 -0.168
C 0.598 -0.706 0.449
H -1.735 0.452 0.899
H 2.247 0.501 0.668
H 1.062 1.093 -0.451
H -0.354 -0.765 -1.383
*
```

Results
E = -9214.446 eV
LUMO level = 0.7 eV
max |F| = 0.7 eV/Å
relative energy (zero: lowest compared OMol25 entry of this formula, charge and spin) = 17.9 kcal/mol
SMILES = NC(=O)NC=O
HOMO level = -10.49 eV

---

# 3
ORCA calculation (wB97M-V/def2-TZVPD) on a structure of composition C23H44CrNP3Se at a distorted geometry.

```
! RIJCOSX wB97M-V def2-TZVPD def2/J DEFGRID3
* xyz 3 4
Se -0.879 -3.520 2.792
Cr 0.249 0.271 -0.766
P 0.348 1.552 1.477
P -2.069 0.734 -0.845
P 1.162 2.177 -1.799
N 1.963 -1.140 -0.314
C 4.388 -0.621 3.087
C -2.015 -3.776 1.249
C -0.628 3.057 1.912
C 2.417 -1.553 2.042
C -4.168 -4.323 0.259
C -2.267 -3.864 -1.179
C -0.012 -0.997 -2.402
C 0.947 3.872 -1.126
C -3.344 -4.215 1.382
C -2.989 0.266 0.646
C -2.995 -0.164 -2.126
C -0.122 0.564 2.951
C -0.044 -1.965 -3.364
C 2.971 2.026 -1.834
C 3.213 -1.361 3.175
C 1.977 2.126 2.069
C 2.821 -0.967 0.833
C -2.535 2.483 -1.136
C 4.807 -0.087 1.870
C -3.631 -4.101 -1.016
C 4.027 -0.280 0.727
C -1.470 -3.763 -0.043
C 0.664 2.395 -3.525
H -1.135 0.159 2.856
H 3.389 2.034 -0.827
H -2.565 0.041 -3.112
H -0.438 3.882 1.217
H -1.841 -3.838 -2.177
H -0.096 -1.741 -4.451
H -5.222 -4.595 0.376
H -0.022 -3.039 -3.099
H -3.729 -4.499 2.367
H 1.507 -2.065 -0.266
H -2.713 0.897 1.493
H -1.702 2.846 1.948
H 0.001 0.086 -2.728
H -0.302 3.362 2.919
H -4.064 0.368 0.459
H -1.775 -2.583 3.495
H 5.745 0.464 1.806
H 1.412 4.581 -1.831
H 4.392 0.039 -0.261
H -0.115 4.119 -1.029
H 1.315 3.150 -3.981
H 1.805 2.903 2.824
H -2.043 2.874 -2.036
H -0.378 2.716 -3.584
H -3.625 2.533 -1.272
H 2.521 -1.128 -1.181
H 2.595 2.546 1.272
H 2.519 1.300 2.531
H 3.246 1.079 -2.301
H -4.036 0.184 -2.089
H -2.264 3.111 -0.280
H -4.277 -4.161 -1.879
H 1.536 -2.212 2.060
H -0.078 1.240 3.820
H -2.766 -0.778 0.887
H 0.740 1.460 -4.085
H 5.001 -0.496 3.972
H 0.575 -0.268 3.098
H 1.420 3.991 -0.147
H 3.382 2.862 -2.417
H -0.256 -1.402 -1.361
H 2.914 -1.832 4.111
H -0.391 -3.767 -0.157
H -2.964 -1.246 -1.953
*
```

Results
E = -147662.195 eV
LUMO level (alpha / beta) = -11.6 / -10.4 eV
max |F| = 3.3 eV/Å
HOMO level (alpha / beta) = -15.83 / -15.83 eV

---

# 4
ORCA calculation (wB97M-V/def2-TZVPD) on a cluster of 2 separate species, C5H14N2O in total at a distorted geometry.

```
! RIJCOSX wB97M-V def2-TZVPD def2/J DEFGRID3
* xyz 0 1
O -2.704 -2.552 0.707
N 0.329 -1.998 -1.585
N -1.033 1.945 1.175
C 0.219 2.471 0.524
C 0.994 1.597 -0.493
C 0.863 0.112 -0.507
C 0.437 -0.608 -1.596
C 0.979 -0.634 0.786
H -1.560 1.507 0.492
H 0.065 -0.456 1.333
H -0.100 -2.322 -2.608
H 0.633 1.905 -1.503
H -0.113 3.417 0.133
H -0.093 -2.570 -0.900
H -2.686 -3.391 1.046
H 1.951 -0.466 1.250
H -0.864 1.288 1.909
H 0.981 2.606 1.278
H -1.974 -1.936 0.936
H 0.431 -0.029 -2.503
H 2.079 1.902 -0.481
H 1.163 -1.787 0.607
*
```

Results
E = -10437.624 eV
LUMO level = 0.6 eV
max |F| = 6.5 eV/Å
relative energy (zero: lowest compared OMol25 entry of this formula, charge and spin) = 78.5 kcal/mol
SMILES = C/C(=C\N)CCN.O
HOMO level = -7.81 eV